# 1
{"formula": "C18H27NO3", "method": "wB97M-V/def2-TZVPD", "elements": ["C", "H", "O", "C", "C", "C", "C", "C", "C", "O", "H", "H", "H", "C", "N", "C", "O", "C", "C", "C", "H", "C", "C", "C", "C", "C", "H", "H", "H", "C", "H", "H", "H", "H", "H", "H", "H", "H", "H", "H", "H", "H", "H", "H", "H", "H", "H", "H", "H"], "xyz": [[3.0453, 2.4199, -1.6463], [3.2739, 1.8211, -2.5327], [4.0426, 2.2844, -0.6636], [4.2792, 1.0283, -0.1541], [3.6095, -0.1247, -0.5123], [3.9394, -1.3444, 0.0756], [4.9419, -1.3953, 1.0271], [5.6250, -0.2449, 1.3891], [5.3027, 0.9688, 0.8095], [5.9709, 2.0955, 1.1688], [5.6126, 2.8296, 0.6512], [6.4132, -0.2707, 2.1240], [5.2031, -2.3362, 1.4877], [3.1488, -2.5667, -0.3139], [1.7668, -2.4460, 0.1105], [0.7704, -2.1081, -0.7398], [0.9308, -2.0204, -1.9403], [-0.5532, -1.8344, -0.0496], [-0.6002, -0.3773, 0.4301], [-0.6360, 0.6257, -0.7241], [0.1225, 0.3567, -1.4610], [-2.0003, 0.6832, -1.4219], [-3.0827, 1.1102, -0.4827], [-4.1188, 0.3653, -0.1367], [-5.1964, 0.7809, 0.8193], [-6.5579, 0.7434, 0.1231], [-7.3436, 1.0596, 0.8057], [-6.7819, -0.2658, -0.2164], [-6.5609, 1.4055, -0.7399], [-5.1952, -0.1461, 2.0372], [-5.9713, 0.1483, 2.7403], [-5.3795, -1.1738, 1.7310], [-4.2344, -0.1053, 2.5461], [-4.9996, 1.8046, 1.1558], [-4.2344, -0.6271, -0.5546], [-2.9661, 2.1016, -0.0614], [-2.2390, -0.2903, -1.8507], [-1.9341, 1.4016, -2.2441], [-0.3999, 1.6193, -0.3335], [-1.4885, -0.2354, 1.0498], [0.2786, -0.1789, 1.0509], [-0.6770, -2.5071, 0.8008], [-1.3589, -2.0148, -0.7596], [1.6005, -2.4023, 1.1034], [3.5846, -3.4658, 0.1301], [3.1217, -2.6756, -1.4017], [2.8261, -0.1065, -1.2529], [2.0626, 2.1348, -1.2591], [3.0370, 3.4754, -1.9142]], "atomic_forces_ev_per_a": [[-0.21, 0.09, -0.22], [-0.01, 0.01, 0.04], [0.42, -0.35, 0.45], [0.04, 0.13, 0.03], [0.06, 0.21, -0.02], [0.12, -0.17, 0.09], [-0.16, -0.05, -0.20], [0.03, 0.43, -0.06], [-0.15, -0.12, -0.11], [0.00, 0.08, -0.02], [0.01, -0.04, 0.02], [0.11, 0.02, 0.10], [0.02, -0.12, 0.05], [0.04, 0.07, -0.11], [0.26, -0.22, 0.28], [-0.47, -0.23, 0.43], [0.02, 0.16, -0.50], [0.04, 0.18, -0.05], [0.06, 0.07, -0.10], [-0.07, -0.09, 0.08], [0.09, 0.10, -0.01], [0.13, 0.09, 0.08], [0.11, -0.14, -0.28], [-0.15, 0.32, 0.24], [-0.09, -0.17, 0.01], [0.18, 0.18, 0.11], [-0.13, 0.00, 0.04], [-0.06, -0.13, -0.05], [-0.06, 0.03, -0.09], [0.04, 0.26, -0.08], [-0.09, -0.03, 0.11], [-0.03, -0.15, -0.01], [0.07, -0.05, 0.08], [0.03, -0.04, -0.04], [0.04, -0.22, -0.14], [-0.07, 0.17, 0.14], [-0.04, -0.02, -0.10], [-0.01, -0.08, -0.07], [0.05, 0.04, -0.03], [0.08, -0.02, 0.07], [-0.05, 0.00, 0.06], [-0.04, -0.04, -0.02], [0.04, -0.12, -0.01], [-0.11, 0.03, -0.09], [0.01, 0.07, -0.09], [0.04, -0.09, 0.16], [-0.13, 0.05, -0.14], [0.03, -0.02, -0.02], [-0.05, -0.09, -0.02]], "lowdin_charge": [-0.07, 0.10, -0.09, -0.19, 0.04, -0.22, -0.05, -0.01, -0.25, 0.08, 0.11, 0.12, 0.11, -0.13, 0.07, -0.52, 0.05, -0.10, -0.19, -0.21, 0.10, -0.20, -0.12, -0.11, -0.44, -0.08, 0.07, 0.08, 0.08, -0.08, 0.07, 0.08, 0.07, 0.13, 0.12, 0.12, 0.11, 0.11, 0.11, 0.10, 0.11, 0.11, 0.11, 0.14, 0.12, 0.13, 0.11, 0.08, 0.10], "lumo_ev": 0.7, "gap_ev": 8.94, "fmax_ev_per_a": 0.71, "multiplicity": 1, "relative_energy_ev": 0.952, "smiles": "COc1cc(CNC(=O)CCCC/C=C/C(C)C)ccc1O"}

# 2
{"formula": "C18H44N2O6PS", "method": "wB97M-V/def2-TZVPD", "elements": ["C", "C", "O", "O", "C", "S", "C", "P", "C", "C", "H", "H", "H", "H", "H", "H", "H", "H", "H", "H", "H", "H", "H", "H", "C", "O", "C", "C", "N", "C", "C", "O", "C", "H", "H", "H", "H", "H", "H", "H", "H", "H", "H", "H", "H", "H", "H", "H", "C", "O", "C", "C", "N", "C", "C", "O", "C", "H", "H", "H", "H", "H", "H", "H", "H", "H", "H", "H", "H", "H", "H", "H"], "xyz": [[4.6879, 0.5752, 1.1650], [3.5138, 0.2960, 0.1010], [3.2188, -0.8749, -0.1590], [2.9375, 1.4519, -0.4889], [1.5621, 1.2517, -0.8328], [0.4012, 1.2644, 0.6138], [-0.1523, 3.0066, 1.0235], [-1.4193, 0.3208, -0.1286], [-1.4096, -1.4311, 0.6170], [-2.8841, 1.2181, 0.7140], [5.5753, -0.1052, 0.9773], [4.3226, 0.3963, 2.2267], [5.0230, 1.6594, 1.0192], [1.3803, 0.2739, -1.3951], [1.2802, 2.0900, -1.5595], [0.6839, 3.7643, 0.9265], [-1.0301, 3.3411, 0.3633], [-0.5810, 2.9577, 2.0840], [-0.5950, -1.5048, 1.4172], [-2.4437, -1.6125, 1.0790], [-1.2144, -2.1621, -0.2288], [-2.6080, 1.6270, 1.7426], [-3.2288, 2.1277, 0.1054], [-3.7590, 0.4991, 0.8039], [-1.9365, 2.1971, -7.9087], [-0.6609, 2.7394, -7.6001], [-0.6319, 4.1682, -7.6085], [-0.4910, 4.7189, -6.1913], [-1.7149, 4.5154, -5.4135], [-1.5548, 4.7682, -3.9816], [-0.5534, 3.8960, -3.2103], [-0.9388, 2.5285, -3.0884], [-0.6148, 1.7198, -4.2129], [-1.8153, 1.1250, -8.0718], [-2.6339, 2.3362, -7.0777], [-2.3485, 2.6422, -8.8183], [-1.5008, 4.5936, -8.1231], [0.2573, 4.4545, -8.1777], [-0.2739, 5.7909, -6.2428], [0.3651, 4.2189, -5.7280], [-2.0251, 3.5590, -5.5346], [-2.5427, 4.6218, -3.5314], [-1.2981, 5.8223, -3.8374], [-0.5177, 4.2817, -2.1847], [0.4691, 3.9801, -3.5947], [0.3113, 2.0339, -4.7003], [-1.4409, 1.7146, -4.9232], [-0.4866, 0.6927, -3.8627], [2.2126, -3.8137, 7.2143], [2.1243, -4.9385, 6.3530], [0.9928, -5.7709, 6.6171], [-0.0450, -5.6505, 5.5033], [-0.7066, -4.3444, 5.5266], [-1.5053, -4.0642, 4.3326], [-0.7775, -4.0140, 2.9813], [0.1155, -2.9122, 2.8373], [1.4037, -3.1185, 3.4035], [3.1939, -3.3580, 7.0722], [1.4534, -3.0672, 6.9643], [2.1146, -4.1070, 8.2630], [0.5550, -5.5686, 7.6011], [1.3642, -6.7997, 6.6300], [-0.7982, -6.4354, 5.6285], [0.4709, -5.8206, 4.5535], [-0.0026, -3.6219, 5.6146], [-1.9723, -3.0868, 4.4980], [-2.3187, -4.7941, 4.2750], [-1.5434, -3.8712, 2.2112], [-0.2778, -4.9552, 2.7311], [1.7282, -4.1588, 3.3346], [1.4186, -2.7780, 4.4389], [2.1163, -2.5002, 2.8522]], "atomic_forces_ev_per_a": [[-0.32, 1.12, -1.03], [1.69, -2.99, 1.01], [-0.22, 3.83, 0.23], [-1.27, -1.67, 1.29], [-0.08, 0.63, -2.82], [0.40, 0.83, 1.48], [-1.14, 0.73, -0.14], [-1.69, -0.92, -1.17], [0.16, 0.49, 0.66], [0.20, 1.08, 0.69], [-1.35, 0.70, 0.03], [0.24, 0.30, -1.47], [-0.42, -1.52, 0.51], [0.22, 1.09, 1.11], [0.27, -1.09, 1.19], [-0.81, -1.23, 0.23], [1.47, -0.69, 0.65], [1.02, -0.03, -1.43], [-1.25, -0.27, -1.02], [1.57, 0.21, -0.63], [-0.22, 0.97, 1.09], [-0.55, -0.79, -1.17], [0.65, -1.51, 0.62], [1.27, 0.73, -0.14], [0.27, -0.15, 0.05], [-0.41, 0.19, -0.08], [0.48, 0.03, 0.20], [-0.42, -0.17, -0.23], [0.36, -0.02, 0.15], [-0.23, -0.25, -0.21], [-0.25, 0.23, 0.26], [0.40, 0.20, 0.05], [-0.19, -0.27, 0.20], [0.08, 0.09, 0.01], [-0.20, 0.06, -0.09], [-0.05, 0.01, 0.06], [-0.04, -0.13, 0.16], [-0.04, 0.03, 0.03], [-0.02, -0.05, 0.03], [0.21, 0.04, -0.11], [-0.03, 0.10, -0.06], [0.12, 0.03, 0.09], [0.11, -0.04, 0.00], [-0.05, -0.01, 0.00], [-0.04, -0.10, -0.18], [-0.09, 0.10, -0.05], [0.14, -0.01, -0.21], [-0.01, 0.07, 0.08], [0.19, -0.12, -0.24], [-0.26, 0.18, 0.36], [0.04, -0.31, -0.43], [0.09, 0.32, 0.37], [0.06, -0.19, -0.27], [0.24, 0.25, 0.21], [-0.48, 0.10, -0.07], [0.11, -0.38, 0.12], [0.06, 0.39, -0.11], [-0.04, -0.10, -0.04], [-0.08, 0.08, 0.19], [-0.06, 0.06, -0.02], [0.02, 0.16, -0.13], [-0.05, 0.03, 0.01], [0.02, 0.06, -0.02], [0.09, -0.22, -0.02], [-0.06, -0.07, 0.06], [-0.03, -0.07, -0.12], [0.08, -0.05, -0.07], [0.03, 0.02, 0.02], [0.15, 0.06, 0.12], [-0.09, 0.02, 0.09], [0.14, -0.19, 0.12], [-0.09, -0.05, -0.08]], "lowdin_charge": [0.02, -0.42, 0.08, -0.07, -0.38, 0.84, -0.28, 0.76, -0.32, -0.31, 0.10, 0.10, 0.09, 0.12, 0.12, 0.08, 0.06, 0.07, 0.03, 0.06, 0.06, 0.05, 0.06, 0.06, -0.11, -0.20, -0.20, -0.21, -0.05, -0.19, -0.23, -0.23, -0.09, 0.09, 0.07, 0.09, 0.12, 0.12, 0.13, 0.10, 0.06, 0.12, 0.12, 0.11, 0.11, 0.09, 0.07, 0.08, -0.11, -0.20, -0.20, -0.20, -0.05, -0.19, -0.21, -0.23, -0.08, 0.09, 0.07, 0.09, 0.12, 0.12, 0.13, 0.10, 0.06, 0.12, 0.12, 0.11, 0.12, 0.10, 0.07, 0.08], "lumo_ev": -2.9, "total_charge": 1, "gap_ev": 7.77, "fmax_ev_per_a": 3.84, "multiplicity": 1, "relative_energy_ev": 0.000}

# 3
{"formula": "C4H5O3P", "method": "wB97M-V/def2-TZVPD", "elements": ["C", "C", "C", "C", "O", "O", "O", "P", "H", "H", "H", "H", "H"], "xyz": [[0.8683, 2.1204, 0.1746], [-0.2669, -0.3867, -1.6152], [0.6666, 0.8282, 0.4625], [-0.1160, -0.2070, -0.1506], [0.4476, -2.4337, 1.0138], [-1.4744, -1.0158, 2.1179], [-1.9286, -2.1629, -0.1069], [-0.8322, -1.5601, 0.8131], [1.5416, 2.7058, 0.9629], [0.4618, 2.6624, -0.6911], [-0.8358, -1.1850, -1.9652], [0.1593, 0.4241, -2.2331], [1.3086, 0.2103, 1.2174]], "atomic_forces_ev_per_a": [[1.50, 1.01, 1.98], [1.79, 3.40, 5.77], [1.87, -1.55, 0.71], [-1.48, -0.62, -6.76], [-0.95, 0.96, -0.09], [1.10, 0.17, -0.97], [1.17, 0.37, 0.30], [-1.57, -2.55, 1.61], [-1.30, -1.00, -2.08], [-0.16, -0.28, 0.63], [-0.85, -1.15, -0.51], [-0.04, -0.65, -0.06], [-1.09, 1.89, -0.53]], "lowdin_charge": [-0.09, 0.00, -0.26, -0.34, -0.51, -0.53, -0.52, 0.06, 0.05, 0.02, -0.02, 0.01, 0.13], "lumo_ev": 6.3, "total_charge": -2, "gap_ev": 5.47, "fmax_ev_per_a": 6.95, "multiplicity": 1, "relative_energy_ev": 0.507, "smiles": "C=CC(=C)P(=O)([O-])[O-]"}

# 4
{"formula": "C26H36NdP", "method": "wB97M-V/def2-TZVPD", "elements": ["C", "H", "H", "H", "C", "H", "H", "C", "H", "H", "H", "C", "C", "C", "C", "C", "C", "C", "C", "C", "C", "Nd", "H", "H", "H", "H", "H", "H", "H", "H", "H", "H", "H", "H", "H", "H", "H", "C", "P", "C", "C", "C", "C", "C", "C", "C", "C", "C", "C", "C", "C", "H", "H", "H", "H", "H", "H", "H", "H", "H", "H", "H", "H", "H"], "xyz": [[1.2849, 2.4931, 0.5079], [1.8150, 3.4453, 0.6888], [1.9488, 1.7967, -0.0569], [1.1458, 2.0276, 1.4721], [-0.0442, 2.6315, -0.2147], [-0.3213, 1.6950, -0.7633], [-0.8537, 2.8272, 0.5095], [0.1017, 3.7798, -1.2108], [-0.8810, 4.1629, -1.5162], [0.7006, 4.5699, -0.7449], [0.6571, 3.4051, -2.0834], [-1.0017, -2.5354, -1.3338], [-1.4114, -1.4939, -2.3167], [-0.3158, -0.5754, -2.4284], [0.7513, -1.0095, -1.5818], [0.3101, -2.1828, -0.8778], [1.0796, -2.8666, 0.2068], [2.1586, -0.5093, -1.6801], [-0.2402, 0.5846, -3.3699], [-2.8163, -1.0866, -2.5456], [-1.9874, -3.2763, -0.4990], [-1.4859, -0.6005, -0.1712], [2.7714, -0.8514, -0.8400], [2.6443, -0.8645, -2.6097], [2.2119, 0.5841, -1.6807], [2.1209, -2.5335, 0.2109], [0.6918, -2.6483, 1.2180], [1.0599, -3.9569, 0.0599], [-2.9742, -2.7599, -0.4024], [-2.1788, -4.2366, -0.9953], [-1.6230, -3.4972, 0.5208], [-2.8502, -0.3479, -3.3581], [-3.4075, -1.9650, -2.8366], [-3.3567, -0.6192, -1.6528], [0.3952, 1.3956, -2.9837], [0.1900, 0.2703, -4.3380], [-1.2348, 1.0029, -3.5636], [2.5888, 1.0572, 4.0636], [1.0512, 0.8179, 3.1280], [0.5168, -0.8760, 3.4257], [1.3287, -1.7703, 4.1525], [0.8533, -3.0300, 4.5074], [-0.3849, -3.4760, 3.9955], [-1.1234, -2.6512, 3.1298], [-0.7134, -1.3361, 2.8947], [-0.1599, 1.9625, 3.8869], [-1.2368, 2.3692, 3.0701], [-1.9815, 3.4975, 3.4047], [-1.7228, 4.1658, 4.5916], [-0.7221, 3.7119, 5.4703], [0.0747, 2.6209, 5.1077], [3.2994, 0.2656, 3.7938], [2.4672, 1.0623, 5.1533], [3.0261, 2.0194, 3.7619], [2.3145, -1.4571, 4.4970], [1.4237, -3.6676, 5.1876], [-0.7626, -4.4661, 4.2640], [-2.0532, -3.0263, 2.6590], [-1.4332, -0.6189, 2.4598], [-1.4797, 1.8211, 2.1616], [-2.7654, 3.8352, 2.7099], [-2.2989, 5.0580, 4.8420], [-0.5560, 4.2118, 6.4195], [0.8869, 2.2872, 5.7668]], "atomic_forces_ev_per_a": [[0.77, -0.64, -0.25], [-0.42, -0.31, -0.46], [-0.18, 0.69, 0.44], [0.14, 0.26, -0.47], [0.01, 0.76, 0.46], [0.14, 0.06, -0.02], [0.27, 0.13, -0.33], [-0.56, -0.34, -0.48], [0.41, 0.06, -0.16], [-0.37, -0.07, -0.21], [-0.17, 0.41, 0.11], [0.53, 1.77, -0.95], [1.38, -0.74, 1.12], [0.41, -0.75, -0.21], [-0.59, -0.95, -0.83], [0.02, 0.12, -0.67], [0.20, -0.41, 0.25], [0.33, 0.28, 0.34], [0.03, 0.34, -0.12], [-0.27, -0.57, -1.08], [-0.13, -0.78, 0.05], [0.16, 2.16, 2.37], [-0.12, 0.07, -0.18], [-0.41, 0.08, 0.37], [-0.04, -0.20, -0.14], [-0.17, -0.16, -0.07], [0.06, -0.18, -0.39], [0.06, 0.33, 0.12], [0.21, -0.25, -0.17], [-0.42, 0.10, 0.34], [0.04, 0.01, -0.43], [-0.28, -0.17, 0.38], [-0.20, 0.42, 0.21], [0.18, -0.21, -0.33], [-0.20, -0.33, -0.11], [-0.21, 0.05, 0.38], [0.24, 0.01, -0.10], [0.29, -0.01, 0.22], [-0.36, -0.41, 0.19], [-0.23, -0.63, 0.65], [-0.42, 0.05, -0.07], [-0.72, -0.22, -0.47], [0.27, 0.17, -0.26], [-0.31, -0.33, 0.27], [0.52, -0.19, 0.40], [-0.17, -0.03, -0.09], [0.43, 0.35, 0.86], [-0.37, -0.43, -0.44], [0.31, 0.20, 0.55], [-0.24, -0.23, -0.58], [-0.15, 0.05, -0.24], [-0.11, 0.28, 0.00], [0.01, -0.10, -0.24], [-0.14, -0.26, 0.06], [-0.40, -0.05, 0.04], [-0.16, 0.20, -0.32], [0.16, 0.35, -0.17], [0.49, 0.22, 0.64], [0.24, -0.04, 0.22], [0.20, 0.10, -0.02], [0.34, -0.07, 0.54], [0.17, -0.29, -0.03], [-0.02, -0.02, -0.17], [-0.44, 0.26, -0.32]], "lowdin_charge": [-0.14, 0.10, 0.07, -0.08, -0.33, 0.03, 0.08, -0.09, 0.09, 0.09, 0.08, -0.34, -0.34, -0.31, -0.24, -0.30, 0.00, 0.00, 0.00, -0.05, -0.05, 1.91, 0.09, 0.12, 0.07, 0.09, 0.06, 0.12, 0.09, 0.14, 0.08, 0.11, 0.12, 0.08, 0.07, 0.12, 0.09, -0.25, 1.01, -0.37, -0.07, -0.03, -0.05, -0.12, -0.21, -0.34, -0.14, -0.08, -0.06, -0.04, -0.07, 0.05, 0.05, 0.06, 0.10, 0.13, 0.12, 0.11, 0.04, 0.05, 0.12, 0.12, 0.12, 0.10], "s_squared": 3.759, "lumo_ev": [-7.4, -6.9], "total_charge": 2, "gap_ev": [5.71, 6.15], "fmax_ev_per_a": 3.21, "multiplicity": 4}

# 5
{"formula": "C2H6O2", "method": "wB97M-V/def2-TZVPD", "elements": ["C", "C", "O", "H", "H", "H", "H", "H", "H", "O"], "xyz": [[-0.6073, -1.4970, -0.6371], [-1.1945, -0.2373, -0.7071], [-0.8760, 0.7556, 0.0478], [-1.1565, -2.3008, -1.1073], [0.3775, -1.6649, -0.2203], [-2.0044, -0.0917, -1.4160], [-0.0089, 0.5195, 0.4865], [1.3710, 2.1220, 1.3870], [2.4217, 1.0122, 1.3281], [1.6774, 1.3824, 0.8383]], "atomic_forces_ev_per_a": [[0.35, -0.34, -0.39], [-0.65, 0.72, 0.23], [0.57, -1.16, -0.83], [0.19, -0.18, -0.01], [-0.07, -0.08, 0.24], [-0.20, 0.32, 0.28], [0.15, 0.95, 0.45], [0.20, -0.06, -0.20], [0.05, -0.01, -0.07], [-0.60, -0.17, 0.29]], "lowdin_charge": [0.26, -0.08, 0.20, 0.11, 0.12, 0.16, 0.12, 0.08, 0.07, -0.03], "s_squared": 0.757, "lumo_ev": [-4.8, -8.4], "total_charge": 1, "gap_ev": [11.74, 8.15], "fmax_ev_per_a": 1.53, "multiplicity": 2, "relative_energy_ev": 0.000}

# 6
{"formula": "C4H9N3", "method": "wB97M-V/def2-TZVPD", "elements": ["C", "N", "C", "N", "C", "C", "N", "H", "H", "H", "H", "H", "H", "H", "H", "H"], "xyz": [[-1.9408, 0.1601, -0.4992], [-0.8326, -0.7655, -0.3859], [0.4235, -0.1218, 0.8340], [1.8199, 0.8277, -1.0107], [1.6976, 0.4369, 0.3675], [-0.3636, -1.3001, 1.1019], [0.7317, 1.0890, 1.2510], [-0.2467, -0.8809, -1.2103], [2.7132, 1.2662, -1.2048], [1.0883, 1.4813, -1.2709], [2.6292, 0.0497, 0.7777], [-2.5252, 0.1615, 0.4209], [-2.5824, -0.1357, -1.3305], [-1.6008, 1.1923, -0.6511], [-1.1363, -1.2003, 1.8682], [0.1249, -2.2604, 0.9420]], "atomic_forces_ev_per_a": [[0.16, 0.09, 0.02], [-0.86, -0.97, 1.40], [2.87, 1.29, 1.93], [0.21, 0.01, -0.52], [-0.98, -0.72, -0.08], [-0.22, 1.45, -3.37], [-0.89, -0.80, -0.23], [0.07, -0.30, 0.69], [-0.10, -0.01, 0.09], [0.05, 0.01, 0.17], [0.07, 0.19, 0.00], [-0.02, -0.12, -0.08], [-0.08, 0.07, 0.06], [0.01, -0.03, -0.01], [-0.06, -0.28, -0.48], [-0.25, 0.13, 0.41]], "lowdin_charge": [-0.12, -0.07, -0.42, 0.03, -0.39, 0.03, 0.12, 0.12, 0.06, 0.06, 0.12, 0.08, 0.08, 0.07, 0.12, 0.11], "lumo_ev": 1.0, "gap_ev": 8.87, "fmax_ev_per_a": 3.69, "multiplicity": 1, "relative_energy_ev": 4.207}